76
Properties=species:S:1:pos:R:3 method="wB97M-V/def2-TZVPD" lumo_energy_ev=4.2 charge=-2 fmax_ev_per_a=0.89 e_above_lowest_kj_mol=202.5 e_tot_ha=-5496.6308
Pd -0.618 0.078 0.380
C -0.040 3.685 1.417
Sb 0.729 2.070 0.187
C 2.686 2.284 1.041
C 1.111 3.301 -1.529
H 0.503 4.614 1.226
H 0.095 3.399 2.461
H -1.105 3.840 1.240
H 2.890 3.344 1.207
H 3.428 1.877 0.357
H 2.727 1.740 1.984
H 1.709 4.163 -1.229
H 0.167 3.639 -1.953
H 1.662 2.710 -2.259
O 3.501 -1.119 1.750
C 3.886 -0.801 0.633
N 3.171 -0.843 -0.514
S 3.986 -0.255 -1.757
O 4.174 -1.229 -2.810
O 3.491 1.041 -2.178
C 5.529 0.001 -0.912
C 6.760 0.429 -1.371
C 7.793 0.516 -0.445
C 7.584 0.182 0.893
C 6.337 -0.246 1.333
C 5.313 -0.332 0.406
H 6.911 0.685 -2.412
H 8.774 0.845 -0.767
H 8.407 0.256 1.595
H 6.148 -0.511 2.365
C -0.427 -2.787 -0.981
S -0.172 -2.486 0.785
O -1.376 -2.914 1.538
C 0.969 -3.892 0.971
C 2.269 -3.852 0.494
C 3.080 -4.966 0.657
C 2.595 -6.102 1.293
C 1.289 -6.126 1.766
C 0.470 -5.015 1.609
H -0.941 -3.741 -1.090
H 0.556 -2.797 -1.451
H -1.032 -1.972 -1.374
H 2.633 -2.967 -0.011
H 4.098 -4.942 0.285
H 3.235 -6.967 1.419
H 0.904 -7.012 2.257
H -0.555 -4.993 1.960
C -4.514 2.778 1.803
C -3.601 1.778 1.111
As -3.632 1.718 -0.860
C -3.921 3.637 -1.304
C -2.631 4.388 -1.609
C -5.545 1.242 -1.087
C -5.783 0.450 -2.367
H -4.469 2.653 2.889
H -5.556 2.643 1.500
H -4.234 3.811 1.585
H -3.867 0.754 1.381
H -2.559 1.911 1.409
H -4.486 4.133 -0.512
H -4.565 3.621 -2.188
H -2.033 4.540 -0.707
H -2.820 5.373 -2.048
H -2.014 3.822 -2.309
H -6.129 2.168 -1.100
H -5.841 0.664 -0.213
H -5.399 0.988 -3.240
H -6.850 0.272 -2.532
H -5.281 -0.515 -2.330
F -5.414 -1.363 0.915
Te -4.060 -2.573 0.342
F -5.559 -3.736 0.351
F -4.518 -2.546 -1.502
F -3.144 -4.157 -0.078
F -3.950 -3.077 2.136
O -2.928 -1.209 0.099

---

14
Properties=species:S:1:pos:R:3 method="wB97M-V/def2-TZVPD" lumo_energy_ev=0.4 charge=0 fmax_ev_per_a=5.89 e_above_lowest_kj_mol=547.3 e_tot_ha=-345.3168
C -0.813 -0.278 0.788
C -0.143 1.042 0.489
C 1.113 1.143 -0.005
C 1.973 0.069 -0.383
C 2.530 -0.919 -0.748
C -1.979 -0.333 -0.182
C -2.908 -0.265 -1.018
H 1.024 -1.034 0.251
H -0.984 -0.172 1.862
H -0.662 1.964 0.588
H 1.495 2.165 -0.039
H 3.311 -1.735 -0.955
H -3.896 -0.168 -1.506
O -0.062 -1.481 0.857

---

10
Properties=species:S:1:pos:R:3 method="wB97M-V/def2-TZVPD" lumo_energy_ev=-0.5 charge=0 fmax_ev_per_a=2.52 e_above_lowest_kj_mol=242.4 e_tot_ha=-683.1099
C -0.929 1.142 -0.172
C 0.111 0.313 -0.233
C -1.826 -0.041 -0.016
O -2.971 -0.196 0.238
O -0.884 -0.987 -0.169
O 2.004 -1.333 0.554
P 1.769 -0.239 -0.640
H -0.949 2.246 -0.313
H 1.183 -1.690 0.809
H 2.492 0.785 -0.058